1.
C30H24F5N4O3PS2Sc | ωB97M-V/def2-TZVPD

## Properties
**⟨S²⟩**: 0.77
**HOMO energy (alpha / beta)**: -5.395 / -7.681 eV
**Multiplicity**: 2
**Kohn-Sham gap (alpha / beta)**: 0.1960 / 0.2689 Ha

Positions of all 70 atoms, in Å:
Sc -1.68 0.07 -1.97
C 7.82 0.14 8.16
O 8.05 0.13 6.77
C 6.98 0.13 5.95
C 7.24 0.09 4.58
C 6.21 0.10 3.67
C 4.88 0.14 4.10
C 4.62 0.17 5.47
C 5.66 0.17 6.39
C 3.81 0.16 3.10
N 3.99 0.14 1.80
C 2.75 0.17 1.25
C 1.78 0.22 2.23
N 2.47 0.22 3.41
C 0.38 0.30 1.96
C -0.62 0.38 2.92
C -1.95 0.48 2.50
C -2.24 0.49 1.15
N -1.30 0.40 0.19
C 0.02 0.31 0.59
C 1.00 0.22 -0.43
N 0.54 0.16 -1.73
C 1.46 0.09 -2.70
C 2.82 0.06 -2.48
C 3.30 0.09 -1.17
C 2.38 0.16 -0.13
H 8.80 0.12 8.63
H 7.25 -0.73 8.48
H 7.30 1.05 8.47
H 8.27 0.06 4.26
H 6.41 0.07 2.61
H 3.61 0.21 5.84
H 5.42 0.19 7.44
H 2.08 0.23 4.33
H -0.38 0.38 3.97
H -2.76 0.55 3.21
H -3.26 0.57 0.81
H 1.08 0.03 -3.72
H 3.50 0.01 -3.32
H 4.35 0.06 -0.94
C -6.28 1.66 0.33
C -6.66 0.42 -0.45
O -6.16 0.42 -1.80
P -4.62 0.20 -2.19
S -3.86 -1.38 -1.21
S -3.56 1.88 -2.04
O -4.79 -0.10 -3.74
C -5.77 -1.07 -4.19
C -5.11 -2.27 -4.84
H -6.83 1.69 1.27
H -6.51 2.56 -0.24
H -5.21 1.68 0.55
H -7.75 0.37 -0.57
H -6.32 -0.48 0.05
H -6.41 -0.54 -4.90
H -6.39 -1.39 -3.35
H -4.55 -1.96 -5.72
H -5.88 -2.98 -5.14
H -4.44 -2.76 -4.14
F -1.85 -2.90 -4.60
C -1.64 -1.63 -5.02
C -1.47 -0.63 -4.09
C -1.19 0.60 -4.66
F -0.96 1.63 -3.76
C -1.09 0.88 -6.00
F -0.78 2.09 -6.46
C -1.32 -0.17 -6.88
F -1.25 0.04 -8.19
C -1.59 -1.43 -6.39
F -1.79 -2.44 -7.24

Charges computed using Mulliken, reported in e: number 1, Sc, carries -0.188; number 2, C, carries -0.839; number 3, O, carries -0.471; number 4, C, carries 0.965; number 5, C, carries -0.525; number 6, C, carries -0.562; number 7, C, carries 0.399; number 8, C, carries -0.765; number 9, C, carries -0.653; number 10, C, carries 0.234; number 11, N, carries -0.828; number 12, C, carries 0.710; number 13, C, carries -0.121; number 14, N, carries -0.116; number 15, C, carries 0.298; number 16, C, carries -0.711; number 17, C, carries -1.176; number 18, C, carries 0.313; number 19, N, carries 0.162; number 20, C, carries 0.093; number 21, C, carries 0.225; number 22, N, carries 0.213; number 23, C, carries -0.085; number 24, C, carries -1.175; number 25, C, carries -0.480; number 26, C, carries 0.286; number 27, H, carries 0.242; number 28, H, carries 0.340; number 29, H, carries 0.336; number 30, H, carries 0.422; number 31, H, carries 0.485; number 32, H, carries 0.232; number 33, H, carries 0.374; number 34, H, carries 0.181; number 35, H, carries 0.395; number 36, H, carries 0.418; number 37, H, carries -0.138; number 38, H, carries 0.339; number 39, H, carries 0.423; number 40, H, carries 0.581; number 41, C, carries -0.886; number 42, C, carries -0.265; number 43, O, carries -0.399; number 44, P, carries 1.167; number 45, S, carries -0.507; number 46, S, carries -0.450; number 47, O, carries -0.303; number 48, C, carries -0.346; number 49, C, carries -0.978; number 50, H, carries 0.392; number 51, H, carries 0.290; number 52, H, carries 0.127; number 53, H, carries 0.324; number 54, H, carries 0.318; number 55, H, carries 0.333; number 56, H, carries 0.343; number 57, H, carries 0.169; number 58, H, carries 0.431; number 59, H, carries 0.214; number 60, F, carries -0.428; number 61, C, carries 0.438; number 62, C, carries -0.138; number 63, C, carries 0.759; number 64, F, carries -0.408; number 65, C, carries 0.013; number 66, F, carries -0.324; number 67, C, carries 0.719; number 68, F, carries -0.316; number 69, C, carries 0.215; number 70, F, carries -0.337


2.
C31H52ClF4N3O3P | ωB97M-V/def2-TZVPD

## Properties
**HOMO energy**: -11.774 eV
**Multiplicity**: 1
**Charge**: +1
**Kohn-Sham gap**: 0.3460 Ha

Positions of all 95 atoms, in Å:
C -7.51 -3.91 -2.76
C -6.08 -4.19 -3.20
C -5.11 -4.35 -2.01
C -3.91 -3.39 -2.05
C -3.57 -2.75 -0.70
C -2.82 -3.67 0.26
C -1.38 -3.99 -0.13
C -0.48 -2.77 -0.36
C 0.61 -2.62 0.71
C 1.83 -1.79 0.27
C 1.65 -0.26 0.03
C 0.25 0.31 0.13
C -0.41 0.99 -0.88
C -1.68 1.48 -0.77
C -2.38 1.32 0.40
C -1.75 0.66 1.43
C -0.48 0.18 1.29
C 2.57 0.56 1.06
C 2.27 0.54 2.55
F 1.93 -0.68 2.98
F 1.38 1.42 3.03
F 3.45 0.82 3.18
C 2.67 1.92 0.35
C 2.02 3.17 0.93
C 2.84 3.79 2.04
F 3.92 4.48 1.51
N 2.52 1.66 -1.16
C 3.41 2.47 -2.05
Cl 3.60 1.79 -3.68
C 2.93 3.93 -2.21
C 3.78 4.97 -1.44
C 2.48 0.16 -1.23
C 3.86 -0.47 -1.42
N 4.96 0.26 -0.73
C 5.93 -0.64 -0.08
P 1.52 -0.67 -2.69
N 2.20 -2.01 -3.16
H -7.98 -4.79 -2.33
H -8.13 -3.61 -3.61
H -7.54 -3.08 -2.05
H -6.12 -5.12 -3.77
H -5.78 -3.40 -3.89
H -5.69 -4.26 -1.09
H -4.72 -5.37 -2.07
H -3.05 -3.88 -2.51
H -4.18 -2.58 -2.73
H -3.07 -1.79 -0.88
H -4.52 -2.50 -0.23
H -2.90 -3.28 1.28
H -3.36 -4.62 0.27
H -0.96 -4.63 0.65
H -1.41 -4.59 -1.05
H -1.09 -1.87 -0.45
H 0.06 -2.92 -1.30
H 0.99 -3.63 0.85
H 0.21 -2.33 1.68
H 2.60 -1.95 1.01
H 2.19 -2.31 -0.62
H 0.08 1.18 -1.83
H -2.14 2.00 -1.60
H -3.39 1.69 0.47
H -2.30 0.52 2.35
H -0.08 -0.35 2.13
H 3.50 0.01 1.05
H 3.74 2.13 0.43
H 1.81 3.95 0.20
H 1.04 2.89 1.33
H 3.23 3.06 2.74
H 2.24 4.50 2.60
H 1.61 2.11 -1.33
H 4.40 2.53 -1.62
H 2.99 4.20 -3.26
H 1.89 4.05 -1.93
H 4.05 5.78 -2.11
H 3.21 5.43 -0.65
H 4.71 4.56 -1.05
H 4.14 -0.49 -2.47
H 3.92 -1.50 -1.10
H 5.48 0.81 -1.40
H 5.68 -0.76 0.98
H 6.90 -0.15 -0.10
H 6.06 -1.60 -0.59
H 1.36 0.24 -3.76
H 0.24 -0.99 -2.21
H 2.45 -1.97 -4.14
C -2.41 3.30 4.25
C -2.21 2.74 5.64
O -3.51 2.89 6.22
C -4.42 2.94 5.21
O -5.59 2.90 5.35
O -3.79 3.05 4.00
H -1.79 2.81 3.50
H -2.23 4.38 4.21
H -1.96 1.68 5.63
H -1.47 3.28 6.22

Charges computed using Mulliken, reported in e: number 1, C, carries -1.313; number 2, C, carries -0.380; number 3, C, carries -0.789; number 4, C, carries -0.859; number 5, C, carries -0.099; number 6, C, carries -0.848; number 7, C, carries -1.264; number 8, C, carries 1.827; number 9, C, carries -1.989; number 10, C, carries -1.116; number 11, C, carries 1.041; number 12, C, carries 2.135; number 13, C, carries -0.245; number 14, C, carries -1.580; number 15, C, carries -1.152; number 16, C, carries -1.657; number 17, C, carries -0.034; number 18, C, carries 0.327; number 19, C, carries 0.142; number 20, F, carries -0.287; number 21, F, carries -0.118; number 22, F, carries -0.327; number 23, C, carries -0.997; number 24, C, carries -1.090; number 25, C, carries -0.636; number 26, F, carries -0.316; number 27, N, carries 0.893; number 28, C, carries 0.088; number 29, Cl, carries -0.084; number 30, C, carries -0.806; number 31, C, carries -1.192; number 32, C, carries -0.527; number 33, C, carries -1.532; number 34, N, carries -0.117; number 35, C, carries -1.026; number 36, P, carries 0.534; number 37, N, carries -0.826; number 38, H, carries 0.312; number 39, H, carries 0.382; number 40, H, carries 0.344; number 41, H, carries 0.276; number 42, H, carries 0.381; number 43, H, carries 0.509; number 44, H, carries 0.268; number 45, H, carries 0.234; number 46, H, carries 0.511; number 47, H, carries -0.260; number 48, H, carries 0.498; number 49, H, carries 0.380; number 50, H, carries 0.440; number 51, H, carries 0.434; number 52, H, carries 0.439; number 53, H, carries -0.771; number 54, H, carries -0.004; number 55, H, carries 0.893; number 56, H, carries -0.014; number 57, H, carries 0.309; number 58, H, carries 0.922; number 59, H, carries 0.425; number 60, H, carries 0.492; number 61, H, carries 0.534; number 62, H, carries 0.812; number 63, H, carries 0.342; number 64, H, carries 0.004; number 65, H, carries 0.863; number 66, H, carries 0.458; number 67, H, carries 0.113; number 68, H, carries 0.284; number 69, H, carries 0.477; number 70, H, carries 0.687; number 71, H, carries 0.489; number 72, H, carries 0.786; number 73, H, carries 0.259; number 74, H, carries 0.336; number 75, H, carries 0.312; number 76, H, carries 0.355; number 77, H, carries 0.398; number 78, H, carries 0.462; number 79, H, carries 0.353; number 80, H, carries 0.255; number 81, H, carries 0.412; number 82, H, carries 0.367; number 83, H, carries 0.136; number 84, H, carries 0.000; number 85, H, carries 0.291; number 86, C, carries 0.372; number 87, C, carries -0.359; number 88, O, carries -0.347; number 89, C, carries 0.626; number 90, O, carries -0.489; number 91, O, carries -0.342; number 92, H, carries -0.340; number 93, H, carries 0.308; number 94, H, carries 0.276; number 95, H, carries 0.330